# C7H9N

An isolated molecule of C7H9N at a distorted geometry (ωB97M-V/def2-TZVPD, the OMol25 dataset).

Geometry as ORCA input:
```
! wB97M-V def2-TZVPD RIJCOSX def2/J DEFGRID3
* xyz 0 1
C 0.7599 -0.1888 1.4988
C -1.0241 0.3991 -0.0622
C 0.6564 -0.7826 0.1877
C 1.1860 0.5427 2.4369
C -2.1593 0.6990 0.5022
C 0.1672 0.3514 -0.8498
C 0.0795 -0.2585 -2.2686
N 0.8794 -2.0327 0.1122
H 2.2375 0.8439 2.7510
H 0.6911 0.9995 3.2244
H -2.6090 1.6539 0.2795
H -2.6229 -0.0423 1.1276
H 0.9169 1.0886 -0.6795
H -0.6122 -0.9723 -2.1563
H 1.0660 -0.4768 -2.5140
H -0.2611 0.6178 -2.8306
H 0.6489 -2.4421 -0.7591
*
```

Summary:
Highest occupied orbital energy (alpha / beta) in eV: -7.5 / -7.1
Gap between HOMO and LUMO (alpha / beta) in eV: 7.8 / 6.9